The following is a DFT calculation (ωB97M-V/def2-TZVPD) of a structure of composition C57H55GeNP2SeSiSn in a non-equilibrium geometry.

XYZ file:
```
119
Properties=species:S:1:pos:R:3:forces:R:3:mulliken_charge:R:1
Sn -0.75431 0.16349 -0.12392 -0.44 -0.43 0.09 1.045
C 3.44923 -1.33972 -0.25533 -0.30 0.76 -0.03 -0.883
Si 3.15453 0.51448 -0.02781 0.21 -0.51 -0.21 1.223
C 3.38027 1.11455 1.74264 -0.30 -0.18 -0.46 1.044
C 4.69254 1.46163 2.08059 -0.11 0.01 -0.28 -1.006
C 5.01826 1.84001 3.36618 0.07 -0.01 0.06 -1.014
C 4.04377 1.84697 4.35158 0.00 -0.01 -0.04 -0.907
C 2.74807 1.47948 4.04143 0.02 -0.03 -0.03 -0.548
C 2.40213 1.12902 2.74040 0.00 -0.23 -0.25 0.361
P 0.63667 0.81480 2.33798 0.76 0.50 0.60 1.277
C 0.09430 -0.16521 3.76914 -0.08 -0.10 -0.26 0.427
C -1.10366 0.07942 4.43386 0.04 0.05 0.02 -0.525
C -1.49979 -0.74377 5.47249 0.01 0.02 0.09 -0.935
C -0.72019 -1.82542 5.84224 0.00 0.03 0.01 -0.989
C 0.46023 -2.08941 5.16735 0.08 -0.08 0.03 -0.694
C 0.86586 -1.26808 4.13270 0.02 0.09 -0.12 -0.840
C 0.02511 2.51264 2.62674 -0.20 -0.14 -0.24 1.330
C -0.33319 3.01782 3.87349 -0.03 -0.01 0.00 -0.547
C -0.82705 4.30765 3.98284 0.01 0.02 0.08 -0.918
C -0.95320 5.10863 2.85976 -0.01 -0.01 -0.03 -0.787
C -0.53690 4.63293 1.62667 -0.02 0.15 -0.03 -0.513
C -0.04864 3.34572 1.51361 0.10 -0.19 -0.10 -0.335
C 3.57647 1.58812 -1.51901 -0.18 -0.26 0.40 0.805
C 4.78848 2.27940 -1.58445 -0.08 -0.12 0.16 -0.944
C 5.19232 2.86388 -2.77075 0.06 0.05 -0.03 -0.987
C 4.38898 2.78727 -3.89746 -0.01 -0.04 0.00 -0.904
C 3.16327 2.14703 -3.83499 0.01 0.00 0.09 -0.065
C 2.75669 1.54066 -2.65367 -0.03 -0.13 0.31 -0.473
P 1.11138 0.75277 -2.48187 1.08 0.20 -0.77 0.724
C 1.14557 -0.61391 -3.67293 -0.12 -0.10 0.31 0.318
C -0.03880 -1.34314 -3.78440 0.11 0.10 0.02 -0.283
C -0.11650 -2.40491 -4.66102 -0.09 -0.03 -0.06 -0.770
C 0.97428 -2.72284 -5.45662 0.09 0.03 0.01 -0.833
C 2.15540 -2.00877 -5.33788 0.02 -0.07 -0.06 -0.722
C 2.25477 -0.96656 -4.43083 -0.03 0.13 0.12 -0.904
C 0.13978 1.99052 -3.42181 -0.26 -0.02 0.49 1.286
C -0.42865 1.75604 -4.67010 0.12 -0.15 0.15 -0.445
C -1.03805 2.79725 -5.34994 -0.03 0.13 -0.12 -0.633
C -1.08778 4.06585 -4.79612 -0.05 -0.03 -0.02 -0.751
C -0.54920 4.29487 -3.53981 0.06 0.09 0.07 -0.625
C 0.05832 3.26085 -2.85500 -0.02 -0.15 0.06 -0.590
H 4.36532 -1.63393 0.25684 0.15 0.17 0.15 0.629
H 3.54083 -1.61252 -1.30426 0.00 0.12 -0.14 0.368
H 2.63204 -1.92595 0.15973 0.01 0.05 0.21 0.153
H 5.46708 1.42031 1.33250 0.27 0.06 -0.12 0.370
H 6.03354 2.11834 3.59647 0.13 0.02 0.06 0.451
H 4.29783 2.13685 5.35830 0.02 0.02 0.13 0.484
H 1.99408 1.46495 4.81452 -0.04 0.04 0.08 0.364
H -1.73047 0.91151 4.15160 -0.01 0.02 0.03 0.662
H -2.41451 -0.52822 6.00279 -0.13 0.01 0.04 0.519
H -1.02829 -2.45837 6.65777 -0.04 -0.10 0.13 0.449
H 1.07065 -2.92837 5.46042 0.09 -0.12 0.01 0.519
H 1.79229 -1.46698 3.60985 0.08 -0.08 0.00 0.421
H -0.24301 2.41291 4.76284 0.00 -0.01 0.04 0.396
H -1.11801 4.68887 4.95096 -0.01 0.00 0.06 0.468
H -1.36811 6.10165 2.94626 0.02 0.09 0.01 0.439
H -0.59794 5.26529 0.75504 0.00 0.08 -0.11 0.539
H 0.29488 2.97841 0.55042 -0.13 0.02 -0.02 -0.072
H 5.41920 2.36295 -0.71400 0.14 0.04 0.11 0.283
H 6.13561 3.38520 -2.81436 0.09 0.06 0.00 0.459
H 4.71219 3.23682 -4.82208 0.04 0.10 -0.11 0.466
H 2.51345 2.12232 -4.69852 -0.02 0.04 -0.08 0.573
H -0.89076 -1.06181 -3.17385 -0.14 -0.11 0.01 0.482
H -1.02139 -2.98597 -4.72808 -0.16 -0.05 -0.06 0.534
H 0.90500 -3.52609 -6.17046 -0.01 -0.16 -0.08 0.430
H 3.00416 -2.25678 -5.95551 0.09 -0.07 -0.06 0.452
H 3.18417 -0.42253 -4.32520 0.01 -0.03 -0.06 0.455
H -0.38209 0.77777 -5.12654 0.02 -0.01 -0.02 0.425
H -1.45454 2.62073 -6.33050 -0.05 -0.02 -0.07 0.488
H -1.53691 4.87906 -5.34327 -0.09 0.08 -0.07 0.418
H -0.58559 5.28204 -3.10531 -0.02 0.10 0.04 0.483
H 0.50358 3.43359 -1.88257 0.01 0.11 0.08 0.075
C 0.92452 -4.01840 -0.77041 0.04 0.03 0.02 -1.217
C 0.31271 -4.73171 0.24304 0.03 -0.08 -0.05 -1.376
C -0.57824 -4.09823 1.08629 -0.07 0.12 0.15 -0.820
C -0.86399 -2.74102 0.93740 0.62 -0.14 -0.54 -0.087
C -0.22452 -1.99727 -0.07379 -0.09 0.28 0.11 1.071
C 0.65900 -2.66648 -0.91210 -0.18 0.21 -0.11 -1.454
C -1.86004 -2.07155 1.76539 -0.39 0.28 0.36 0.950
C -2.63050 -2.76027 2.72522 -0.15 -0.04 0.11 -0.899
C -3.68641 -2.14249 3.32836 0.19 0.02 -0.28 -1.520
C -3.95778 -0.79177 3.02910 0.23 0.13 -0.31 1.821
C -5.04612 -0.08280 3.57229 0.00 0.17 0.11 -1.029
C -5.18342 1.25850 3.34102 -0.16 -0.19 0.13 -1.083
C -4.24377 1.93674 2.55062 0.22 0.01 -0.09 -1.020
C -3.20660 1.26329 1.96916 0.01 0.28 -0.08 0.381
C -3.05187 -0.11846 2.16809 -0.80 0.07 0.48 -0.422
N -2.05748 -0.78021 1.53866 0.29 -0.41 -0.16 0.718
H 1.61607 -4.50017 -1.44376 0.06 -0.11 -0.09 0.503
H 0.51633 -5.78263 0.36912 0.03 -0.13 0.03 0.448
H -1.04452 -4.67588 1.86747 -0.06 -0.09 0.05 0.497
H 1.14113 -2.13120 -1.71636 0.06 -0.05 0.03 1.557
H -2.39178 -3.78387 2.95596 -0.09 -0.09 0.02 0.491
H -4.31088 -2.67344 4.03244 -0.06 -0.05 0.05 0.548
H -5.75870 -0.61869 4.18181 -0.06 -0.01 0.11 0.556
H -6.00652 1.80667 3.77051 -0.12 0.02 0.05 0.507
H -4.34118 3.00023 2.39884 -0.03 0.13 -0.03 0.612
H -2.48139 1.78931 1.35911 -0.08 0.07 0.01 0.301
C -7.57251 -1.46969 -3.33870 0.21 0.17 0.53 -1.198
Ge -6.51475 -0.79693 -1.80999 0.34 0.08 -0.10 0.639
C -6.94385 1.07676 -1.32283 0.08 -0.52 -0.16 -1.054
C -6.51812 -1.92881 -0.17917 -0.08 0.28 -0.50 -0.881
C -4.58880 -0.85115 -2.43269 -0.47 0.02 0.22 -1.307
Se -3.46617 0.19863 -1.23236 -0.20 -0.13 -0.23 0.125
C -3.35476 1.84221 -2.25890 -0.10 -0.05 -0.03 -0.814
H -8.63579 -1.40445 -3.13748 -0.18 0.01 0.05 0.392
H -7.32798 -2.50610 -3.55071 0.06 -0.12 0.01 0.371
H -7.35644 -0.87504 -4.22168 0.05 0.10 -0.07 0.359
H -7.91644 1.11407 -0.84127 -0.13 -0.02 0.07 0.428
H -6.98345 1.71853 -2.19808 0.01 0.05 -0.14 0.329
H -6.20555 1.47072 -0.62671 0.07 -0.03 0.06 0.217
H -7.39222 -1.71725 0.42919 -0.10 0.04 0.08 0.393
H -5.62753 -1.72137 0.41374 0.07 0.07 0.03 0.014
H -6.52938 -2.98508 -0.43317 0.02 -0.10 -0.06 0.372
H -4.43199 -0.47511 -3.44131 -0.02 0.01 -0.06 0.535
H -4.22466 -1.87601 -2.38429 0.03 -0.04 -0.03 0.536
H -4.33463 2.31408 -2.27838 0.01 -0.01 0.01 0.626
H -3.01739 1.62294 -3.27036 0.05 0.05 0.05 0.243
H -2.64240 2.49192 -1.75271 0.01 -0.01 -0.05 -0.018
```
Forces are in eV/Å.

Its spin multiplicity is 1. The frontier orbital gap comes out at 5.278 eV. The calculation puts the electronic energy at -7924.20506 Eh. For the HOMO energy, the calculation gives -11.766 eV. As for the largest force on an atom: 0.026 Eh/bohr. The relative energy (zero: lowest compared OMol25 entry of this formula, charge and spin) comes out at 10.3 kcal per mole. Its net charge is +2.